24
Properties=species:S:1:pos:R:3:forces:R:3:lowdin_spin:R:1 method="wB97M-V/def2-TZVPD" homo_lumo_gap_ev="2.79 / 9.81" charge=-1 lumo_ev="3.5 / 3.5" multiplicity=2 molar_mass_g_mol=146.19 e_above_lowest_ev=0.5405 homo_ha="0.0268 / -0.2333" max_force_ev_per_a=1.401 total_energy_ev=-13524.2231
C 0.8533 3.2060 0.4049 -0.8 -0.5 0.5 0.20
C 2.7447 -0.0219 0.0345 0.4 -0.8 -0.2 0.21
C 1.0448 1.7211 0.2739 0.5 -0.5 1.0 0.13
O 0.1145 0.9084 0.3283 -0.2 0.3 -0.6 0.02
N 2.3274 1.3150 0.3298 -0.3 0.2 -0.6 0.08
H 1.8057 3.7209 0.5204 -0.1 0.3 -0.2 0.07
H 0.2072 3.3555 1.2825 0.3 0.0 0.1 0.02
H 3.0418 2.0252 0.4127 0.2 0.1 -0.2 0.13
H 2.2369 -0.7626 0.6516 0.1 0.1 0.1 0.01
H 0.2132 3.5412 -0.3999 0.3 0.3 -0.4 0.01
H 2.6044 -0.3455 -1.0097 -0.4 0.4 0.1 0.02
H 3.8245 -0.0892 0.1817 0.0 0.0 0.3 0.06
C -1.6790 -2.0126 1.5769 0.5 -0.4 -0.7 0.01
C -1.8159 -0.9240 -1.9811 -0.9 -0.5 -1.0 0.01
C -2.0317 -1.8546 -0.8115 0.8 0.0 -0.4 0.00
O -2.7898 -2.8160 -0.8773 -0.3 0.3 0.2 0.00
N -1.2624 -1.5578 0.2585 -0.4 -0.3 0.3 0.00
H -0.6077 -0.7830 0.1954 -0.2 0.2 0.1 0.00
H -2.1972 -2.9583 1.4522 -0.3 0.0 0.0 0.00
H -0.8121 -2.2206 2.1984 0.0 0.3 0.2 0.01
H -1.4977 -1.4793 -2.8633 0.7 -0.2 0.2 0.00
H -2.3377 -1.2640 1.9983 -0.1 0.0 0.5 0.00
H -2.8019 -0.6374 -2.3638 -0.1 0.4 0.5 0.00
H -1.1854 -0.0664 -1.7934 0.1 0.1 0.1 0.01